Below is C50H62N3O2P2RbSe2Si2 as an isolated structure, with properties calculated with ωB97M-V/def2-TZVPD.

The geometry in XYZ format:
```
124
C50H62N3O2P2RbSe2Si2 (ωB97M-V/def2-TZVPD)
Rb -0.769 -0.905 -0.667
C -1.722 -1.132 4.712
Si -2.072 0.239 3.459
C -2.196 1.832 4.485
C -3.816 -0.045 2.812
N -0.968 0.249 2.189
P 0.520 0.814 2.048
C 1.305 0.294 0.698
P 2.419 0.815 -0.389
N 2.279 0.159 -1.848
Si 3.266 0.137 -3.210
C 4.681 -1.110 -3.084
C 4.087 1.763 -3.742
C 2.225 -0.376 -4.698
C 4.160 0.438 0.150
C 5.279 1.184 -0.196
C 6.558 0.775 0.154
C 6.740 -0.407 0.853
C 5.629 -1.164 1.204
C 4.360 -0.738 0.862
C 2.492 2.645 -0.653
C 1.830 3.170 -1.759
C 1.799 4.531 -2.000
C 2.465 5.402 -1.145
C 3.153 4.892 -0.055
C 3.158 3.528 0.188
C 1.411 0.290 3.594
C 1.982 -0.978 3.567
C 2.566 -1.527 4.691
C 2.603 -0.812 5.882
C 2.033 0.449 5.929
C 1.437 0.986 4.796
C 0.444 2.649 2.247
C -0.678 3.332 1.794
C -0.755 4.712 1.871
C 0.280 5.437 2.447
C 1.397 4.768 2.926
C 1.480 3.390 2.807
H -2.557 -1.281 5.395
H -0.839 -0.901 5.303
H -1.537 -2.064 4.189
H -2.980 1.699 5.233
H -2.446 2.702 3.884
H -1.273 2.052 5.011
H -4.562 0.051 3.595
H -3.900 -1.037 2.390
H -4.054 0.666 2.024
H 5.421 -0.786 -2.356
H 5.183 -1.237 -4.041
H 4.300 -2.075 -2.763
H 4.769 2.141 -2.987
H 3.374 2.552 -3.961
H 4.666 1.569 -4.645
H 1.879 -1.403 -4.617
H 2.770 -0.288 -5.632
H 1.338 0.251 -4.753
H 5.164 2.104 -0.756
H 7.412 1.379 -0.127
H 7.735 -0.737 1.125
H 5.752 -2.089 1.753
H 3.491 -1.317 1.149
H 1.366 2.473 -2.449
H 1.271 4.917 -2.866
H 2.448 6.468 -1.331
H 3.675 5.561 0.618
H 3.683 3.147 1.053
H 1.944 -1.534 2.638
H 2.995 -2.521 4.638
H 3.065 -1.240 6.764
H 2.045 1.020 6.851
H 0.978 1.964 4.866
H -1.513 2.767 1.394
H -1.633 5.221 1.488
H 0.218 6.517 2.520
H 2.217 5.322 3.370
H 2.372 2.884 3.154
C -0.930 -4.787 1.915
C -2.045 -4.503 2.690
C -3.102 -3.818 2.116
C -3.043 -3.427 0.780
C -1.964 -3.756 -0.052
C -0.908 -4.425 0.574
C -4.126 -2.552 0.258
C -5.490 -2.799 0.592
C -6.454 -1.961 0.138
C -6.092 -0.850 -0.666
C -7.024 0.078 -1.183
C -6.604 1.127 -1.949
C -5.230 1.297 -2.228
C -4.308 0.419 -1.739
C -4.725 -0.683 -0.948
N -3.773 -1.533 -0.486
H -0.071 -5.279 2.358
H -2.071 -4.768 3.740
H -3.950 -3.538 2.732
H -0.016 -4.658 -0.005
H -5.736 -3.662 1.196
H -7.498 -2.127 0.375
H -8.075 -0.061 -0.960
H -7.322 1.832 -2.341
H -4.900 2.128 -2.834
H -3.254 0.561 -1.942
C -1.060 -0.570 -6.321
Se -1.995 -0.285 -4.644
C -3.076 -1.915 -4.730
C -2.288 -3.183 -4.496
Se -2.142 -3.366 -2.373
C -1.104 -4.987 -2.667
H -1.744 -0.483 -7.165
H -0.597 -1.553 -6.316
H -0.279 0.180 -6.404
H -3.626 -1.870 -5.683
H -3.819 -1.763 -3.935
H -1.304 -3.146 -4.966
H -2.828 -4.047 -4.898
H -0.104 -4.741 -3.020
H -1.624 -5.596 -3.408
H -1.030 -5.536 -1.733
O -1.410 2.299 -1.481
H -0.770 2.907 -1.860
H -0.943 1.993 -0.688
O 1.677 -2.816 -1.823
H 1.498 -2.123 -2.473
H 1.982 -2.259 -1.089
```

Computed properties:
- Maximum force: 0.971 eV Å⁻¹
- ΔE to the lowest compared entry with this formula, charge and spin: 6.5 kcal per mole
- Frontier orbital gap: 5.14 eV
- E_tot: -227106.4353 eV
- HOMO: -1.46 eV
- Charge: -2



Below is C50H64BrN4O4SSe3Ti as an isolated structure, with properties calculated with ωB97M-V/def2-TZVPD.

The geometry in XYZ format:
```
128
C50H64BrN4O4SSe3Ti (ωB97M-V/def2-TZVPD)
Ti -0.021 0.256 0.475
C -7.087 2.371 2.724
C -6.077 3.340 2.088
C -5.632 4.327 3.171
C -6.772 4.137 0.974
C -4.906 2.552 1.514
C -3.615 2.636 2.014
C -2.596 1.912 1.428
Se -0.801 2.037 2.146
C -1.048 0.567 3.404
C -1.325 0.849 4.722
C -1.586 -0.178 5.624
C -1.485 -1.475 5.143
C -1.179 -1.810 3.823
C -0.999 -0.755 2.893
O -0.841 -0.928 1.598
C -1.080 -3.310 3.492
C -2.459 -3.965 3.666
C -0.588 -3.618 2.077
C -0.082 -3.969 4.459
C -2.014 0.161 7.049
C -0.932 1.010 7.731
C -3.327 0.957 6.980
C -2.250 -1.082 7.910
C -2.756 1.094 0.288
O -1.671 0.598 -0.278
C -4.097 0.920 -0.160
C -5.097 1.659 0.467
C -4.576 -0.100 -1.208
C -5.411 -1.157 -0.461
C -5.457 0.572 -2.272
C -3.453 -0.839 -1.926
H -7.930 2.926 3.144
H -6.609 1.805 3.525
H -7.473 1.665 1.988
H -6.499 4.881 3.534
H -4.906 5.040 2.778
H -5.186 3.803 4.018
H -7.582 4.739 1.394
H -7.196 3.475 0.218
H -6.060 4.803 0.484
H -3.357 3.261 2.860
H -1.339 1.889 5.028
H -1.657 -2.291 5.833
H -3.182 -3.519 2.981
H -2.827 -3.840 4.686
H -2.393 -5.034 3.451
H -1.276 -3.260 1.317
H -0.476 -4.701 1.959
H 0.381 -3.150 1.907
H -0.413 -3.903 5.496
H 0.895 -3.488 4.381
H 0.030 -5.027 4.207
H -0.763 1.945 7.197
H 0.013 0.465 7.757
H -1.229 1.247 8.756
H -3.178 1.910 6.471
H -3.711 1.160 7.983
H -4.078 0.392 6.426
H -1.340 -1.679 7.991
H -3.046 -1.704 7.499
H -2.546 -0.775 8.915
H -6.111 1.519 0.111
H -6.255 -0.706 0.063
H -4.790 -1.665 0.280
H -5.799 -1.900 -1.165
H -6.383 0.968 -1.852
H -5.724 -0.154 -3.045
H -4.919 1.392 -2.743
H -2.789 -1.321 -1.216
H -2.857 -0.168 -2.541
H -3.885 -1.607 -2.579
Se -0.425 1.369 -3.288
Se 1.280 1.965 -1.038
C 2.040 0.246 -1.296
C 3.267 -0.017 -1.894
C 3.775 -1.304 -1.857
C 3.053 -2.282 -1.181
C 1.833 -1.955 -0.632
N 1.296 -0.730 -0.725
C -1.518 2.814 -2.752
C -2.620 3.161 -3.547
C -3.430 4.203 -3.145
C -3.145 4.871 -1.961
C -2.020 4.483 -1.258
N -1.217 3.499 -1.650
H 3.811 0.796 -2.352
H 4.728 -1.535 -2.314
H 3.436 -3.288 -1.075
H 1.257 -2.690 -0.089
H -2.811 2.603 -4.454
H -4.278 4.504 -3.749
H -3.771 5.685 -1.619
H -1.728 4.980 -0.337
Br 6.907 -2.094 5.044
C 5.456 -1.170 4.224
C 4.635 -1.852 3.341
C 3.581 -1.176 2.751
C 3.344 0.164 3.052
C 4.190 0.826 3.940
C 5.253 0.168 4.527
C 2.197 0.899 2.453
O 1.963 2.050 2.811
O 1.529 0.243 1.561
H 4.821 -2.895 3.125
H 2.926 -1.681 2.053
H 3.987 1.868 4.147
H 5.918 0.676 5.212
C -3.040 -5.000 -1.421
N -2.668 -4.614 -2.769
C -3.764 -4.674 -3.719
C -1.620 -3.751 -2.956
S -0.783 -3.076 -1.694
N -1.295 -3.502 -4.271
C -1.108 -4.629 -5.170
C -0.388 -2.399 -4.539
H -3.565 -5.957 -1.464
H -3.692 -4.253 -0.955
H -2.146 -5.099 -0.814
H -4.673 -4.275 -3.257
H -3.962 -5.707 -4.019
H -3.538 -4.082 -4.600
H -1.577 -5.523 -4.767
H -0.038 -4.831 -5.299
H -1.535 -4.410 -6.152
H -0.692 -1.522 -3.971
H -0.435 -2.164 -5.604
H 0.646 -2.640 -4.266
```

Computed properties:
- Multiplicity: 3
- Maximum force: 3.214 eV Å⁻¹
- ΔE to the lowest compared entry with this formula, charge and spin: 48.0 kcal per mole
- Frontier orbital gap (alpha / beta): 5.79 / 6.55 eV
- E_tot: -367077.6410 eV
- HOMO (alpha / beta): -3.63 / -4.62 eV
- Charge: -1



Below is C50H69F6N4O31S2 as an isolated structure, with properties calculated with ωB97M-V/def2-TZVPD.

The geometry in XYZ format:
```
162
C50H69F6N4O31S2 (ωB97M-V/def2-TZVPD)
C -2.774 1.369 1.215
F -3.336 0.167 1.072
F -3.008 2.112 0.129
F -3.271 1.959 2.292
S -0.949 1.185 1.486
O -0.537 2.535 1.716
O -0.857 0.264 2.577
N -0.374 0.570 0.062
S 0.589 -0.646 0.390
O 1.634 -0.364 1.334
O -0.104 -1.895 0.566
C 1.513 -0.873 -1.194
F 2.049 0.264 -1.637
F 2.476 -1.754 -0.974
F 0.690 -1.372 -2.118
C -2.056 -3.339 -4.514
C -1.245 -4.122 -3.521
C -1.091 -5.623 -3.834
O 0.274 -5.890 -3.534
C 0.945 -4.720 -3.354
O 2.118 -4.663 -3.192
O 0.118 -3.674 -3.515
H -2.033 -2.275 -4.281
H -3.093 -3.674 -4.481
H -1.647 -3.464 -5.519
H -1.653 -4.018 -2.510
H -1.275 -5.846 -4.885
H -1.757 -6.191 -3.186
C 5.034 0.774 -3.057
C 5.315 1.381 -1.703
C 6.446 0.783 -0.886
O 7.013 1.929 -0.228
C 6.695 3.045 -0.939
O 7.177 4.111 -0.753
O 5.759 2.739 -1.854
H 5.780 1.171 -3.746
H 4.023 0.941 -3.421
H 5.105 -0.316 -3.025
H 4.383 1.357 -1.124
H 7.213 0.327 -1.522
H 6.165 0.061 -0.124
C 1.464 0.087 5.500
C 0.656 1.293 5.914
C 0.792 2.514 5.008
O -0.530 3.095 5.101
C -1.385 2.158 5.552
O -2.548 2.325 5.705
O -0.745 0.975 5.759
H 1.161 -0.805 6.041
H 2.535 0.283 5.592
H 1.296 -0.092 4.432
H 0.873 1.613 6.939
H 1.027 2.190 3.992
H 1.457 3.292 5.372
C 3.772 -1.859 3.134
C 4.865 -2.570 2.392
C 4.851 -4.099 2.463
O 4.929 -4.516 1.102
C 4.860 -3.451 0.277
O 4.908 -3.525 -0.910
O 4.727 -2.313 0.975
H 3.974 -1.880 4.209
H 2.795 -2.335 3.016
H 3.659 -0.834 2.789
H 5.839 -2.164 2.679
H 3.899 -4.460 2.861
H 5.647 -4.514 3.076
C -1.138 7.829 0.780
C -1.382 6.599 -0.042
C -2.010 5.432 0.713
O -3.368 5.430 0.259
C -3.478 6.159 -0.864
O -4.427 6.200 -1.578
O -2.349 6.874 -1.081
H -0.450 7.636 1.607
H -2.067 8.203 1.218
H -0.683 8.635 0.205
H -0.480 6.322 -0.591
H -2.051 5.644 1.786
H -1.512 4.467 0.638
C -1.977 -1.949 4.818
C -3.059 -1.424 3.910
C -3.473 -2.385 2.812
O -4.895 -2.280 2.766
C -5.334 -1.687 3.905
O -6.483 -1.551 4.176
O -4.302 -1.258 4.656
H -2.084 -3.029 4.956
H -2.030 -1.533 5.823
H -0.993 -1.742 4.401
H -2.824 -0.410 3.607
H -3.203 -3.417 3.044
H -3.009 -2.138 1.857
C -6.504 -0.039 0.182
C -7.650 0.193 -0.770
C -7.901 -0.902 -1.810
O -9.319 -1.013 -1.858
C -9.818 -0.543 -0.683
O -10.928 -0.735 -0.315
O -8.891 0.171 -0.019
H -5.576 -0.118 -0.393
H -6.638 -0.950 0.764
H -6.418 0.792 0.882
H -7.546 1.144 -1.299
H -7.466 -1.860 -1.506
H -7.455 -0.650 -2.769
C 0.912 -6.085 -0.284
C 0.372 -4.876 0.433
C -1.046 -5.056 1.016
O -0.946 -4.617 2.353
C 0.361 -4.396 2.670
O 0.723 -4.033 3.740
O 1.149 -4.697 1.631
H 1.030 -6.935 0.396
H 1.900 -5.923 -0.715
H 0.249 -6.440 -1.075
H 0.430 -4.001 -0.211
H -1.351 -6.098 0.885
H -1.765 -4.446 0.466
C 2.630 3.224 1.013
C 3.368 4.200 0.113
C 2.517 5.361 -0.447
O 3.160 6.531 0.027
C 4.157 6.203 0.894
O 4.754 7.004 1.531
O 4.340 4.874 0.925
H 2.353 3.687 1.960
H 3.317 2.411 1.272
H 1.782 2.765 0.506
H 3.839 3.607 -0.668
H 1.472 5.285 -0.144
H 2.557 5.307 -1.534
N 4.356 -2.752 -3.756
C 3.369 -2.139 -4.487
C 3.978 -1.581 -5.585
C 5.357 -1.870 -5.504
C 5.573 -2.554 -4.339
H 4.146 -3.251 -2.906
H 2.343 -2.165 -4.169
H 3.569 -0.974 -6.377
H 6.115 -1.554 -6.203
H 6.467 -2.943 -3.883
N -2.624 -0.386 -1.676
C -3.030 -1.653 -1.352
C -4.068 -1.984 -2.181
C -4.370 -0.831 -2.966
C -3.431 0.124 -2.656
H -1.883 0.116 -1.199
H -2.494 -2.206 -0.597
H -4.569 -2.936 -2.263
H -5.150 -0.672 -3.692
H -3.200 1.092 -3.069
N -0.503 2.846 -1.841
C 0.662 3.232 -2.445
C 0.393 4.352 -3.180
C -0.992 4.639 -3.037
C -1.511 3.694 -2.194
H -0.549 2.074 -1.186
H 1.560 2.652 -2.315
H 1.117 4.886 -3.775
H -1.485 5.434 -3.569
H -2.474 3.604 -1.717
```

Computed properties:
- Maximum force: 1.871 eV Å⁻¹
- Frontier orbital gap: 8.17 eV
- E_tot: -160383.7859 eV
- HOMO: -6.60 eV
- Charge: -1



> E_tot of number 1 (C50H62N3O2P2RbSe2Si2)?

-227106.4353 eV



> E_tot of number 3 (C50H69F6N4O31S2)?

-160383.7859 eV



> Which value of maximum force does entry 3 give?

1.871 eV Å⁻¹